No. 1
Entry from OMol25: a 2-piece molecular cluster, CH6O2P2 overall (the ωB97M-V functional and the def2-TZVPD basis).

XYZ file:
```
11
Properties=species:S:1:pos:R:3
P -2.06 -0.43 -0.68
C 3.08 -0.40 -0.04
H -1.79 -1.23 1.39
O -2.36 -1.37 0.63
H -1.15 2.04 -0.89
H -0.70 -0.78 -0.90
P -1.47 1.42 0.30
H 4.00 -0.03 -0.52
O 1.99 -0.05 -0.37
H 3.24 -1.13 0.78
H -2.77 1.95 0.30
```

Calculated values
* SMILES: O[PH]#[PH2].C=O
* energy relative to the best compared isomer or geometry (same formula, charge and spin): 0.2270 eV
* total energy: -23805.4106 eV

No. 2
Entry from OMol25: C44H40CsF6N13O7S2Te as an isolated structure at a distorted geometry (the ωB97M-V functional and the def2-TZVPD basis).

XYZ file:
```
114
Properties=species:S:1:pos:R:3
C -1.52 -4.21 19.78
H 5.90 -3.35 23.26
O 2.28 1.36 24.73
O -0.11 2.07 20.96
N 0.40 -1.54 17.41
N 2.37 -2.13 22.18
C -1.00 -7.01 19.70
O 2.87 5.42 22.79
H 1.93 -3.76 25.38
C 1.28 3.93 21.64
C -1.47 -4.83 26.84
H -0.91 -6.82 26.32
H -0.67 4.42 20.93
C -4.72 1.44 20.25
N -0.07 0.37 18.27
H -0.40 2.13 19.34
C -2.37 -5.12 19.04
C 1.98 3.97 20.28
H 4.63 -1.94 29.95
F -5.08 0.35 19.53
S -6.42 0.16 24.03
C 4.37 -1.84 23.51
N -3.42 2.05 26.28
F -3.75 2.09 19.54
H 4.92 -1.26 24.26
N -0.61 1.59 18.42
H -2.49 0.57 29.01
H 0.50 5.81 20.94
H 2.15 -5.55 19.20
C 0.81 -1.68 29.42
H -0.60 2.06 17.52
H 2.57 4.94 20.25
F -8.22 2.06 23.70
C 1.90 2.06 23.82
C 0.68 2.50 21.84
H 3.69 -1.46 27.65
H 0.71 -2.19 31.54
H 3.48 3.03 19.06
C 0.09 -3.10 26.29
C -2.10 -6.50 19.03
H 1.22 4.14 19.49
C 0.92 -1.44 18.66
C -3.54 -4.62 18.43
H -4.08 2.38 25.60
O -7.12 -0.97 23.43
H -3.38 -1.50 19.80
C 2.26 4.33 22.71
C -2.62 1.02 28.05
H 0.11 6.06 23.45
H 1.43 -2.22 19.18
H 3.62 2.60 20.73
F -5.78 2.29 20.39
Cs -0.30 -1.21 21.84
O -5.61 -0.12 25.22
S -4.22 1.10 22.07
N -1.66 0.95 27.07
H -2.83 -7.18 18.57
C 2.88 2.83 19.95
C 4.72 -4.89 21.34
F -8.78 0.56 25.27
H -1.88 -2.73 27.10
N 0.67 -3.81 20.72
C 2.70 -1.88 30.88
H 4.44 -6.31 19.77
H -1.73 1.64 25.04
F -7.17 2.09 25.65
H 5.69 -5.32 21.65
C 4.92 -3.00 22.97
H -0.67 4.49 23.45
H 2.58 -0.58 23.51
H 1.30 -6.11 25.36
C 0.12 4.92 21.51
N -1.93 -2.96 20.03
C 2.02 -4.10 20.79
N -5.51 0.92 22.96
C -7.76 1.30 24.72
H -0.78 -8.07 19.65
C -2.20 1.55 26.02
C 4.19 -3.75 22.03
N 0.60 -0.28 19.22
C -3.11 -2.54 19.55
H -4.18 -5.25 17.80
C 3.55 -1.79 29.81
O -3.41 -0.12 21.99
C -0.23 -4.72 20.27
C 2.68 -5.10 20.03
C -0.48 5.34 22.82
C -1.15 -3.49 26.80
H -4.71 1.87 28.02
C -0.11 -6.16 20.36
C -0.60 -5.79 26.32
H -2.48 -5.14 27.21
H -1.44 5.84 22.64
H -0.25 -1.63 29.27
C -3.74 1.68 27.57
C 2.86 -3.30 21.68
H 2.33 1.90 19.74
H -4.79 -2.84 18.19
C -3.91 -3.29 18.67
O -3.51 2.35 22.36
C 0.62 -5.40 25.80
C 3.09 -1.46 23.08
H 3.11 -1.95 31.90
H 3.08 3.64 24.47
Te 0.86 -1.14 26.39
N 2.41 3.40 23.73
H 0.76 -6.60 20.87
C 3.99 -5.50 20.33
N -0.22 -0.37 17.14
C 0.97 -4.07 25.80
C 1.67 -1.51 28.35
C 3.06 -1.60 28.52
C 1.34 -1.93 30.70
N 1.03 1.72 22.84
```

Calculated values
* net charge: -2
* energy relative to the best compared isomer or geometry (same formula, charge and spin): 1.0519 eV
* total energy: -125798.5203 eV

| no. | E_LUMO (eV) |
| --- | --- |
| 1 | 0.708 |
| 2 | 3.557 |